Entry 1:
Molecular formula: C17H17F2NO
Method: DFT, ωB97M-V/def2-TZVPD

The multiplicity is 1. The calculation puts the HOMO energy at -8.7 eV. The LUMO energy comes out at 0.70 eV.

Element x y z (Å)
O 1.0118 0.8831 -1.9261
C 0.2845 0.5175 -0.7575
C 0.9836 -0.5933 0.0058
C 0.8404 -0.7376 1.3809
C 1.4341 -1.7967 2.0437
C 2.1706 -2.7114 1.3141
F 2.7510 -3.7482 1.9580
C 2.3316 -2.5911 -0.0532
C 1.7328 -1.5266 -0.7011
C 0.1384 1.7659 0.1031
C 1.2879 2.2529 0.7244
C 1.2650 3.4140 1.4722
C 0.0700 4.0994 1.5924
F 0.0322 5.2332 2.3223
C -1.0845 3.6507 0.9815
C -1.0419 2.4853 0.2345
C -1.0563 -0.0442 -1.3141
C -2.0433 -0.5340 -0.2400
C -2.0505 -2.0556 -0.3977
C -1.7712 -2.2256 -1.8860
N -0.7585 -1.2192 -2.1182
H 1.8907 1.1783 -1.6623
H 0.2701 -0.0173 1.9484
H 1.3305 -1.9186 3.1103
H 2.9119 -3.3227 -0.5926
H 1.8318 -1.4152 -1.7683
H 2.2165 1.7064 0.6340
H 2.1527 3.7882 1.9568
H -2.0002 4.2103 1.0893
H -1.9459 2.1465 -0.2423
H -1.4928 0.7619 -1.9218
H -3.0386 -0.1365 -0.4442
H -1.7507 -0.2289 0.7613
H -1.2366 -2.4958 0.1772
H -2.9921 -2.5045 -0.0889
H -1.3758 -3.2120 -2.1364
H -2.6947 -2.0600 -2.4674
H -0.6046 -0.9985 -3.0920

---

Entry 2:
Molecular formula: C4H16IO4
Method: DFT, ωB97M-V/def2-TZVPD

The multiplicity is 1. For the relative energy (zero: lowest compared OMol25 entry of this formula, charge and spin), the calculation gives 1047.0 kJ/mol. The calculation puts the HOMO energy at -2.6 eV. The LUMO energy comes out at 3.23 eV. As for the total charge: -1.

Element x y z (Å)
I 7.1856 -2.0923 8.5331
C 10.1098 -3.1056 10.4752
O 8.9182 -2.2429 10.4296
H 9.8714 -4.0537 9.9933
H 10.9214 -2.5974 9.9544
H 10.3940 -3.2106 11.5223
H 8.3391 -2.4950 9.7066
C 6.3107 -1.9702 11.6550
O 7.5552 -1.6171 11.0578
H 5.9118 -2.9423 11.3653
H 6.3661 -1.9890 12.7434
H 5.6163 -1.1792 11.3715
H 7.2631 -1.5446 10.1462
C 4.1485 -1.2714 7.5362
O 4.7011 -0.6376 8.6184
H 4.3857 -2.3340 7.5867
H 3.0704 -1.1512 7.6427
H 4.4053 -0.8807 6.5516
H 5.5758 -1.0197 8.7208
C 7.0764 -5.0172 10.9246
O 6.2774 -4.0995 10.1746
H 6.7387 -5.3070 11.9196
H 7.2610 -5.9814 10.4510
H 7.9741 -4.3995 10.9509
H 6.6344 -3.7587 9.3511

---

Entry 3:
Molecular formula: C2O3S
Method: DFT, ωB97M-V/def2-TZVPD

The multiplicity is 1. For the relative energy (zero: lowest compared OMol25 entry of this formula, charge and spin), the calculation gives 446.5 kJ/mol. The calculation puts the HOMO energy at -10.8 eV. The LUMO energy comes out at -1.36 eV.

Element x y z (Å)
O -2.0447 1.6070 -0.3191
C -1.2866 0.7424 -0.2043
C -0.7164 -0.3992 -0.0874
S 0.8898 -0.5887 0.1192
O 1.7368 0.5446 0.2994
O 1.4212 -1.9060 0.1922

---

Entry 4:
Molecular formula: F2P2S4
Method: DFT, ωB97M-V/def2-TZVPD

The multiplicity is 1. For the relative energy (zero: lowest compared OMol25 entry of this formula, charge and spin), the calculation gives 0.0 kJ/mol. The calculation puts the HOMO energy (spin up / spin down) at -9.2 / -9.2 eV. The LUMO energy (spin up / spin down) comes out at -3.99 / -3.99 eV.

Element x y z (Å)
F -0.7586 2.3475 -1.1071
F -0.1423 -2.7199 -0.4125
P 0.0666 1.4775 -0.0186
P -0.0186 -1.2931 0.3501
S 1.3756 2.6066 0.8699
S 1.1873 -1.4149 1.8999
S -1.9122 -0.6659 0.7033
S 0.8201 -0.0882 -1.2516

---

Entry 5:
Molecular formula: C13H17N3O3S2
Method: DFT, ωB97M-V/def2-TZVPD

The multiplicity is 1. For the relative energy (zero: lowest compared OMol25 entry of this formula, charge and spin), the calculation gives 0.0 kJ/mol. The calculation puts the HOMO energy at -8.2 eV. The LUMO energy comes out at 0.04 eV.

Element x y z (Å)
C 4.1842 3.3704 0.3201
O 4.3035 2.0031 -0.0371
C 3.2107 1.2505 0.1297
O 2.1540 1.6938 0.5650
C 3.4031 -0.1223 -0.2485
S 4.9143 -0.7122 -0.8573
C 4.2585 -2.2893 -0.9973
C 2.9612 -2.3791 -0.6064
C 2.4453 -1.1358 -0.1687
N 1.1955 -0.8277 0.2991
C 0.0878 -1.5983 0.4902
S 0.0205 -3.1861 0.0117
N -0.9593 -1.0054 1.1153
C -2.2334 -1.6923 1.1979
C -3.1475 -1.2293 0.0625
C -3.3411 0.2888 0.1381
C -4.2114 0.8222 -0.9971
N -3.7480 0.5758 -2.2429
O -5.2321 1.4401 -0.7996
C -1.9803 0.9951 0.1698
C -1.1322 0.4219 1.3097
H 5.1658 3.8091 0.1630
H 3.8827 3.4658 1.3655
H 3.4385 3.8636 -0.3073
H 4.8776 -3.0821 -1.3681
H 2.3870 -3.2856 -0.6247
H 1.1488 0.1607 0.5559
H -2.6830 -1.4612 2.1674
H -2.0610 -2.7669 1.1339
H -2.6852 -1.5183 -0.8837
H -4.1108 -1.7343 0.1375
H -3.8750 0.5261 1.0646
H -2.9292 0.0232 -2.4197
H -4.2950 0.8876 -3.0278
H -1.4505 0.8486 -0.7742
H -2.1191 2.0664 0.3179
H -1.6588 0.5564 2.2601
H -0.1863 0.9567 1.3853

---

Entry 6:
Molecular formula: C43H37FNO8S
Method: DFT, ωB97M-V/def2-TZVPD

The multiplicity is 1. For the relative energy (zero: lowest compared OMol25 entry of this formula, charge and spin), the calculation gives 221.6 kJ/mol. The calculation puts the HOMO energy at -11.1 eV. The LUMO energy comes out at -4.19 eV. As for the total charge: +1.

Element x y z (Å)
C 2.3465 -3.0174 2.3827
C 2.4150 -1.5441 3.0000
C 3.6094 -0.6955 2.4547
O 3.5966 -0.4349 1.0199
C 2.3317 -0.3333 0.4803
C 2.0048 -1.3288 -0.5547
C 3.0118 -2.4088 -1.0549
C 4.4280 -1.8403 -1.4559
F 2.5145 -3.1248 -2.1778
N 0.7570 -1.3547 -1.1412
C -0.2501 -0.4581 -0.8121
C -1.6439 -0.6177 -1.5138
C -2.0599 0.6726 -2.3208
O -2.8637 0.6129 -3.2043
C -0.0377 0.5830 0.1724
S -1.3500 1.7625 0.6356
C 1.3044 0.6498 0.8337
C 1.6210 1.7484 1.8878
C 2.7046 2.7141 1.2127
C 2.0620 3.6708 0.1618
O 1.0747 3.4328 -0.4858
O 2.6972 4.9162 -0.0201
H 1.4885 -3.0022 1.6461
H 2.0466 -3.7299 3.1853
H 3.2812 -3.2908 1.8375
H 1.4201 -1.0251 2.9713
H 2.6261 -1.7069 4.0982
H 4.5432 -1.2985 2.6482
H 3.7697 0.2624 3.0299
H 3.1026 -3.1756 -0.2350
H 4.7662 -2.1376 -2.4740
H 5.1535 -2.2067 -0.6754
H 4.4036 -0.7236 -1.3230
H 0.5012 -2.0550 -1.8454
H -1.6313 -1.5033 -2.2041
H -2.3871 -0.8361 -0.6928
H -1.5278 1.6367 -2.0423
H -1.5313 1.4812 1.9787
H 2.0849 1.3297 2.8128
H 0.7217 2.3289 2.2049
H 3.2436 3.3367 1.9720
H 3.4420 2.0761 0.6547
H 3.0300 4.8728 -0.9403
C -0.1588 5.9268 -3.4340
C 0.3522 5.6475 -2.1689
C -0.2257 6.2173 -1.0450
C -1.3101 7.0781 -1.1804
C -1.8075 7.3774 -2.4498
C -1.2359 6.7905 -3.5750
C -2.9327 8.3327 -2.6133
O -3.3683 8.5905 -3.7180
C -3.5088 8.9725 -1.4046
C -4.5254 9.9131 -1.5440
C -5.0800 10.5073 -0.4196
C -4.6279 10.1578 0.8500
C -3.6113 9.2251 0.9941
C -3.0422 8.6368 -0.1321
C -1.9317 7.6673 0.0321
O -1.5322 7.3628 1.1409
H 0.2879 5.4736 -4.3118
H 1.1960 4.9866 -2.0626
H 0.1719 5.9934 -0.0630
H -1.6272 7.0094 -4.5614
H -4.8833 10.1865 -2.5294
H -5.8678 11.2432 -0.5308
H -5.0670 10.6176 1.7277
H -3.2594 8.9598 1.9839
C -2.1180 -5.8221 -2.2007
C -2.0314 -7.0833 -2.7842
C -1.5474 -8.1566 -2.0509
C -1.1364 -7.9713 -0.7339
C -1.2002 -6.7029 -0.1566
C -1.7030 -5.6314 -0.8907
C -0.7198 -6.4798 1.2304
O -0.7790 -5.3719 1.7345
C -0.1592 -7.6255 1.9865
C 0.3479 -7.4221 3.2674
C 0.8624 -8.4901 3.9879
C 0.8645 -9.7683 3.4360
C 0.3655 -9.9753 2.1582
C -0.1386 -8.9041 1.4264
C -0.6371 -9.1313 0.0474
O -0.6323 -10.2445 -0.4372
H -2.5056 -4.9862 -2.7722
H -2.3443 -7.2285 -3.8115
H -1.4868 -9.1374 -2.5071
H -1.7675 -4.6469 -0.4416
H 0.3457 -6.4301 3.7033
H 1.2611 -8.3286 4.9827
H 1.2601 -10.6030 4.0026
H 0.3736 -10.9709 1.7310

---

Entry 7:
Molecular formula: C14H18F2N3O8
Method: DFT, ωB97M-V/def2-TZVPD

The multiplicity is 1. The calculation puts the HOMO energy at -12.7 eV. The LUMO energy comes out at -4.77 eV. As for the total charge: +1.

Element x y z (Å)
N 3.6421 -2.3176 1.3189
C 2.9059 -3.1901 0.4128
C 2.5242 -2.5902 -0.9703
C 1.8453 -1.2684 -0.7978
C 2.5778 -0.0944 -0.9093
N 1.9905 1.0967 -0.7291
C 0.6971 1.2274 -0.4309
C -0.0851 0.0978 -0.3059
C 0.4870 -1.1577 -0.4899
C -0.4311 -2.3372 -0.3975
O -0.4662 -3.1697 -1.2305
O -1.3358 -2.3370 0.6085
N -0.8009 -2.0037 1.8861
H 4.3657 -1.7900 0.8530
H 3.0454 -1.7042 1.8512
H 3.4733 -4.0998 0.2674
H 1.9664 -3.4443 0.8992
H 1.8505 -3.2747 -1.4655
H 3.4186 -2.4843 -1.5775
H 3.6257 -0.0940 -1.1450
H 2.5516 1.9507 -0.8296
H 0.2816 2.2070 -0.2842
H -1.1336 0.1609 -0.0675
H 0.1896 -2.2037 1.9284
H -0.9928 -1.0289 2.0796
C 1.2002 6.3076 -0.4352
C 1.2951 5.5366 0.8628
O 1.7582 4.2578 0.4135
C 2.4487 4.4616 -0.7368
O 3.1627 3.6428 -1.2389
O 2.2269 5.6797 -1.2265
F 0.0979 5.3816 1.4612
H 0.2345 6.1601 -0.9189
H 1.3924 7.3703 -0.3254
H 2.0092 5.9372 1.5823
C -5.4152 -2.9907 -0.3500
C -4.4874 -1.8172 -0.5614
O -5.1030 -0.7930 0.1934
C -5.8137 -1.3927 1.2005
O -6.2321 -0.8316 2.1512
O -5.9349 -2.7196 0.9565
F -4.4209 -1.4358 -1.8648
H -6.2285 -2.9890 -1.0766
H -4.9096 -3.9522 -0.3718
H -3.4732 -1.9640 -0.1899

---

Entry 8:
Molecular formula: C16H6Br5F6NO3PSV
Method: DFT, ωB97M-V/def2-TZVPD

The multiplicity is 2. For the relative energy (zero: lowest compared OMol25 entry of this formula, charge and spin), the calculation gives 64.2 kJ/mol. The calculation puts the HOMO energy (spin up / spin down) at -3.9 / -3.5 eV. As for the expectation value of S²: 0.791. The LUMO energy (spin up / spin down) comes out at 0.90 / 1.07 eV. As for the total charge: -1.

Element x y z (Å)
V 0.0197 -0.4068 0.0982
Br -0.3304 -2.9838 -0.6565
C -0.1386 -2.3286 -2.4297
C 0.2958 -3.1803 -3.4184
C 0.3759 -2.7078 -4.7267
C -0.0166 -1.4159 -5.0084
C -0.4639 -0.5625 -3.9971
C -0.9906 0.7440 -4.2972
C -1.5346 1.5143 -3.3368
C -1.5219 1.1027 -1.9551
C -0.8590 -0.0944 -1.5662
C -0.4925 -0.9888 -2.6472
H 0.5664 -4.1977 -3.1729
H 0.7229 -3.3611 -5.5158
H 0.0062 -1.0508 -6.0283
H -1.0003 1.0668 -5.3314
H -2.0030 2.4592 -3.5830
H -2.1403 1.5989 -0.0919
Br -1.2525 1.4304 6.4228
C -0.8038 1.4547 4.5893
C -0.1211 2.5398 4.0449
Br 0.3694 4.0044 5.1282
C 0.2121 2.5507 2.6875
Br 1.1553 3.9531 1.8737
C -0.1536 1.4788 1.8911
O 0.1433 1.3759 0.5847
C -0.8550 0.3823 2.4328
O -1.1388 -0.6016 1.5879
C -1.1666 0.3706 3.7871
Br -2.0749 -1.1384 4.4469
O -3.5518 3.6577 0.0409
S -2.7390 3.4871 -1.2099
N -2.1038 1.9052 -1.0600
F 1.9014 -0.6009 -0.7941
P 3.0689 -1.1090 0.3903
F 4.2338 -0.6282 -0.5606
F 3.9869 -1.6225 1.5622
F 2.9384 0.3441 1.0326
F 3.0426 -2.5473 -0.3014
F 1.6679 -1.5346 1.2188

---

Which value of multiplicity does entry 5 give?
1